1.
The following is a DFT calculation (ωB97M-V/def2-TZVPD) of a cluster of 2 separate species, C6H16O in total in a non-equilibrium geometry.

The LUMO energy is 1.0 eV. The calculation puts the frontier orbital gap at 11.569 eV. As for the energy relative to the best compared isomer or geometry (same formula, charge and spin): 119.27 kJ/mol. The calculation puts the HOMO energy at -10.5969 eV. The total energy comes out at -8527.997 eV.

The geometry in ORCA input format:
```
! RIJCOSX wB97M-V def2-TZVPD def2/J DEFGRID3
* xyz 0 1
C 1.8628 -1.6706 -0.9859
C 2.1629 -1.0590 0.4207
C 2.3991 0.4167 0.5312
C 1.3171 1.2817 -0.2048
C -0.1104 0.7650 -0.2792
C -1.0553 1.4598 0.7240
H 0.8553 -2.1205 -0.9034
H 1.7772 -1.1420 -1.9307
H 2.5784 -2.5024 -1.0502
H 1.3844 -1.3922 1.1137
H 2.9728 -1.6675 0.8440
H 2.3849 0.6749 1.6075
H 3.4329 0.6428 0.2295
H 1.7315 1.4172 -1.2166
H 1.3834 2.2428 0.3148
H -0.3822 1.1387 -1.2798
H -0.2930 -0.2900 -0.0852
H -0.6035 2.3663 1.1516
H -1.1898 0.9082 1.6729
H -2.0316 1.6810 0.2935
O -6.4845 -1.1597 -0.2384
H -7.2286 -1.7003 -0.5666
H -6.8639 -0.2908 -0.1627
*
```

2.
The following is a DFT calculation (ωB97M-V/def2-TZVPD) of a cluster of 2 separate species, C6H16O in total in a non-equilibrium geometry.

The LUMO energy is 0.7 eV. The calculation puts the frontier orbital gap at 11.430 eV. As for the energy relative to the best compared isomer or geometry (same formula, charge and spin): 28.82 kJ/mol. The calculation puts the HOMO energy at -10.6976 eV. The total energy comes out at -8528.934 eV.

The geometry in ORCA input format:
```
! RIJCOSX wB97M-V def2-TZVPD def2/J DEFGRID3
* xyz 0 1
C 1.0986 1.1953 -0.3521
C -0.0427 0.4552 0.4617
C -0.9097 -0.6032 -0.3279
C -2.2887 -0.7990 0.3152
C -1.0749 -0.1107 -1.8342
C -0.2168 -1.9371 -0.3514
H 1.7264 0.4853 -0.9165
H 1.7368 1.7326 0.3694
H 0.6732 1.9275 -1.0588
H 0.4685 -0.1800 1.2105
H -0.6700 1.1838 1.0105
H -2.1837 -0.9950 1.3956
H -2.7112 -1.6972 -0.1658
H -2.9928 0.0386 0.1764
H -0.0735 -0.0928 -2.2961
H -1.4698 0.9189 -1.8104
H -1.7403 -0.7283 -2.4607
H -0.7247 -2.6801 -0.9891
H -0.2229 -2.3035 0.6889
H 0.8303 -1.8439 -0.6854
O 3.9174 1.8386 2.3734
H 3.4057 2.6087 2.0367
H 3.4646 1.5865 3.2099
*
```

3.
The following is a DFT calculation (ωB97M-V/def2-TZVPD) of a cluster of 3 separate species, C6H16O2 in total in a non-equilibrium geometry.

The LUMO energy (spin up / spin down) is 3.3 / 0.9 eV. The calculation puts the frontier orbital gap (spin up / spin down) at 6.378 / 3.580 eV. As for the energy relative to the best compared isomer or geometry (same formula, charge and spin): 197.96 kJ/mol. The calculation puts the HOMO energy (spin up / spin down) at -3.0854 / -2.6852 eV. The total energy comes out at -10573.260 eV. The expectation value of S² is 0.757.

The geometry in ORCA input format:
```
! RIJCOSX wB97M-V def2-TZVPD def2/J DEFGRID3
* xyz -1 2
C -1.0126 -0.7222 -1.8711
C 0.0165 0.3410 -1.3885
C 0.7243 0.0708 -0.0367
C 1.6623 1.3081 0.2289
C -0.2785 0.1033 1.1725
C 0.1366 -0.8601 2.2508
H -0.6272 -1.7600 -1.6030
H -1.9628 -0.5631 -1.3545
H -1.1713 -0.5469 -2.9414
H -0.5109 1.3110 -1.3159
H 0.8111 0.3935 -2.1501
H 2.5121 1.3535 -0.4652
H 2.0791 1.2155 1.2412
H -0.3137 1.1230 1.5491
H -1.2732 -0.1672 0.8183
H 1.0916 -0.5907 2.7108
H -0.6206 -0.9349 3.0410
H 0.2467 -1.8383 1.7609
H 0.1404 -3.7769 -0.6187
H 1.3168 -0.8316 -0.1081
O -0.0294 -2.8639 -0.3438
H -1.2341 3.4684 -0.3490
H 1.0887 2.2265 0.1892
O -1.1187 2.5744 0.0258
*
```

4.
The following is a DFT calculation (ωB97M-V/def2-TZVPD) of a cluster of 3 separate species, C6H16O2 in total in a non-equilibrium geometry.

The LUMO energy is 0.6 eV. The calculation puts the frontier orbital gap at 9.879 eV. As for the energy relative to the best compared isomer or geometry (same formula, charge and spin): 80.71 kJ/mol. The calculation puts the HOMO energy at -9.2333 eV. The total energy comes out at -10575.705 eV.

The geometry in ORCA input format:
```
! RIJCOSX wB97M-V def2-TZVPD def2/J DEFGRID3
* xyz 0 1
C -2.6000 1.2344 1.2602
C -1.0811 1.1209 1.1934
C -0.4869 1.2043 0.0164
C 0.9538 1.0119 -0.2906
C 1.2149 -0.1688 -1.2501
C 0.8947 0.1739 -2.7028
H -2.9766 1.7506 2.1323
H -3.0128 0.2460 1.0717
H -2.9356 1.8419 0.4153
H -0.6094 0.7325 2.0923
H -1.0494 1.4917 -0.8758
H 1.4368 1.8824 -0.7527
H 1.4375 0.8969 0.6924
H 2.2728 -0.4442 -1.1463
H 0.6127 -1.0496 -0.9939
H -0.1755 0.3518 -2.7875
H 1.3363 -0.6140 -3.3166
H 1.4410 1.0703 -3.0221
O 1.3679 -0.9755 2.3929
H 1.3388 -0.8179 1.4612
H 2.1515 -1.5322 2.5032
O -0.4802 -3.1260 0.2343
H -0.7529 -3.8603 0.8033
H -0.2979 -2.4211 0.8696
*
```

5.
The following is a DFT calculation (ωB97M-V/def2-TZVPD) of a cluster of 2 separate species, C6H16O6PS in total.

The LUMO energy is -3.6 eV. The calculation puts the frontier orbital gap at 8.741 eV. The calculation puts the HOMO energy at -12.2976 eV. The total energy comes out at -38885.048 eV.

The geometry in ORCA input format:
```
! RIJCOSX wB97M-V def2-TZVPD def2/J DEFGRID3
* xyz 1 1
C 0.0167 2.0616 2.1035
C -0.8648 1.2754 1.1976
O -0.8099 0.0908 1.0710
O -1.8604 1.9304 0.5011
C -1.5736 3.0456 -0.2634
S -0.7884 2.7725 -1.9053
C 0.9250 2.2985 -1.7620
P 1.1247 0.5033 -2.1113
O -0.1939 -0.0580 -2.4018
O 2.1278 0.4869 -3.3121
O 1.9407 -0.0667 -0.9069
H -0.2374 1.7571 3.1097
H 1.0358 1.7544 1.9094
H -0.0587 3.1339 2.0152
H -2.5239 3.4714 -0.5561
H -1.0042 3.8175 0.2400
H -1.3114 1.5702 -2.2413
H 1.3371 2.5979 -0.8080
H 1.4517 2.8472 -2.5300
H 3.0549 0.4705 -3.0373
H 1.4362 -0.7684 -0.4612
C -0.2686 -4.2258 0.2792
C -0.4510 -4.0646 1.7766
O 0.0219 -2.7973 2.2428
H 0.7841 -4.1183 0.0124
H -0.6106 -5.2042 -0.0565
H -0.8360 -3.4646 -0.2647
H 0.1249 -4.8114 2.3177
H -1.5033 -4.1873 2.0485
H -0.4855 -2.1184 1.7933
*
```

6.
The following is a DFT calculation (ωB97M-V/def2-TZVPD) of a cluster of 2 separate species, C6H16OS in total in a non-equilibrium geometry.

The LUMO energy is 0.7 eV. The calculation puts the frontier orbital gap at 10.086 eV. As for the energy relative to the best compared isomer or geometry (same formula, charge and spin): 0.00 kJ/mol. The calculation puts the HOMO energy at -9.3423 eV. The total energy comes out at -19364.149 eV.

The geometry in ORCA input format:
```
! RIJCOSX wB97M-V def2-TZVPD def2/J DEFGRID3
* xyz 0 1
C -0.5131 -1.7611 -2.3305
C -0.0420 -1.5996 -0.8829
C 1.1469 -2.4908 -0.5611
O -1.1664 -1.9364 -0.0345
H -1.4420 -1.1593 -2.4917
H -0.7767 -2.8373 -2.4736
H 0.2782 -1.4987 -3.0135
H 0.2505 -0.5423 -0.7495
H 2.0024 -2.2376 -1.2259
H 0.9120 -3.5610 -0.7005
H 1.4382 -2.3990 0.4964
H -0.9861 -1.5524 0.8281
C 0.6463 2.9732 0.0147
C -0.5042 2.0863 0.5359
C -0.1827 1.4833 1.9042
S -1.5195 0.3644 2.4636
H 0.3631 3.4215 -0.9496
H 1.5606 2.3667 -0.1397
H 0.8644 3.7708 0.7511
H -1.4109 2.6581 0.6307
H -0.6834 1.2725 -0.1762
H -0.0632 2.2819 2.6335
H 0.7725 0.9435 1.8786
H -0.9450 -0.0467 3.5925
*
```

7.
The following is a DFT calculation (ωB97M-V/def2-TZVPD) of a cluster of 2 separate species, C6H16S in total in a non-equilibrium geometry.

The LUMO energy (spin up / spin down) is -3.8 / -8.5 eV. The calculation puts the frontier orbital gap (spin up / spin down) at 9.312 / 4.578 eV. As for the energy relative to the best compared isomer or geometry (same formula, charge and spin): 117.18 kJ/mol. The calculation puts the HOMO energy (spin up / spin down) at -13.1181 / -13.1181 eV. The total energy comes out at -17306.341 eV. The expectation value of S² is 0.753.

The geometry in ORCA input format:
```
! RIJCOSX wB97M-V def2-TZVPD def2/J DEFGRID3
* xyz 1 2
C -3.1113 -0.6993 -0.7958
C -2.4270 0.1345 -1.9355
C -1.9281 -2.3121 1.1928
S -2.6650 -2.4086 -0.5429
H -2.6534 -0.0955 0.0298
H -4.2085 -0.4695 -0.8745
H -2.9272 0.0267 -2.8496
H -1.3947 0.0127 -1.8537
H -1.1931 -3.0677 1.3016
H -1.4722 -1.3922 1.4576
H -2.8256 -2.4733 1.9622
H -2.4277 1.1590 -1.6750
C 2.9972 0.8153 0.7322
C 2.7625 0.3117 -0.6852
C 2.1513 2.0690 1.2116
H 2.8694 -0.0664 1.4581
H 4.1686 1.0167 0.9168
H 3.7801 0.0794 -1.1428
H 2.8311 2.5552 1.9351
H 1.9025 2.7006 0.2842
H 2.2777 1.0222 -1.2701
H 2.1938 -0.6144 -0.6184
H 1.2997 1.6960 1.7613
*
```

8.
The following is a DFT calculation (ωB97M-V/def2-TZVPD) of a cluster of 2 separate species, C6H16S2 in total.

The LUMO energy is 0.9 eV. The calculation puts the frontier orbital gap at 9.298 eV. As for the energy relative to the best compared isomer or geometry (same formula, charge and spin): 36.45 kJ/mol. The calculation puts the HOMO energy at -8.3995 eV. The total energy comes out at -28151.873 eV.

The geometry in ORCA input format:
```
! RIJCOSX wB97M-V def2-TZVPD def2/J DEFGRID3
* xyz 0 1
C 2.1944 -2.7924 0.3509
C 2.3917 -1.4568 1.0452
C 2.4078 -0.2808 0.0677
S 1.6861 1.2257 0.8210
H 2.1220 -3.6060 1.0714
H 3.0254 -3.0355 -0.3130
H 1.2813 -2.8009 -0.2473
H 1.6090 -1.3010 1.7862
H 3.3232 -1.4647 1.6170
H 1.8184 -0.5070 -0.8204
H 3.4185 -0.0501 -0.2612
H 1.2712 1.7954 -0.3153
C -1.5419 -0.2295 -1.5980
C -1.9358 0.6119 -0.4016
S -2.5783 2.2063 -0.9750
C -3.0201 2.9046 0.6296
H -1.3160 -1.2538 -1.3141
H -0.6648 0.1983 -2.0861
H -2.3535 -0.2407 -2.3283
H -1.0794 0.7909 0.2515
H -2.7219 0.1213 0.1701
H -3.8063 2.3126 1.0966
H -2.1491 2.9337 1.2842
H -3.3818 3.9184 0.4688
*
```